i:
Below is 7 unconnected molecules or ions with the total composition H14O7, with properties calculated with ωB97M-V/def2-TZVPD.

Last column: natural (NBO) charge in e.
Atoms and positions in Å:
H1 0.86 0.59 -0.36  0.478
H2 -0.31 0.16 0.56  0.472
H3 -1.32 2.28 -2.97  0.465
H4 -1.64 1.15 -3.91  0.475
H5 3.14 -2.53 0.82  0.481
H6 1.97 -2.08 -0.27  0.484
H7 -1.76 -2.75 3.21  0.465
H8 -0.82 -2.91 4.36  0.459
H9 -3.13 -0.32 -0.52  0.464
H10 -2.47 0.37 -1.59  0.464
H11 -0.75 2.76 3.18  0.459
H12 -1.02 4.10 3.58  0.457
H13 2.83 -0.10 -4.52  0.461
H14 2.73 -0.06 -3.04  0.465
O1 0.59 -0.11 0.24  -0.950
O2 -0.96 1.55 -3.33  -0.938
O3 2.90 -2.12 -0.09  -0.966
O4 -1.64 -3.11 4.10  -0.924
O5 -3.12 0.55 -0.98  -0.929
O6 -0.92 3.29 3.99  -0.916
O7 3.37 -0.13 -3.76  -0.927

## Properties
LUMO energy ... -0.00976 Eh
SMILES string ... O.O.O.O.O.O.O
M ... 126.105 g/mol

***

ii:
Below is 7 unconnected molecules or ions with the total composition H14O7, with properties calculated with ωB97M-V/def2-TZVPD.

Last column: natural (NBO) charge in e.
Atoms and positions in Å:
O1 -1.12 2.58 0.18  -0.939
O2 3.06 2.06 -0.63  -0.917
O3 -0.30 -2.39 -1.44  -0.922
O4 -3.59 3.04 1.31  -0.947
H1 -1.36 1.69 0.65  0.462
H2 -1.29 3.14 0.95  0.477
H3 2.33 1.59 -0.89  0.458
H4 2.97 1.95 0.33  0.459
H5 0.67 -2.60 -1.54  0.461
H6 -0.41 -2.56 -0.57  0.460
H7 -4.16 3.43 0.68  0.471
H8 -3.43 2.08 0.96  0.476
O5 -1.05 0.33 -3.20  -0.939
O6 -1.02 -0.37 1.95  -0.946
O7 3.76 -5.03 1.52  -0.949
H9 -0.77 -1.24 2.46  0.477
H10 -0.16 0.14 2.19  0.470
H11 -0.52 -0.46 -3.33  0.472
H12 -0.43 1.02 -2.95  0.466
H13 4.05 -5.34 2.40  0.475
H14 4.52 -4.60 1.09  0.474

## Properties
LUMO energy ... -0.00536 Eh
SMILES string ... O.O.O.O.O.O.O
M ... 126.105 g/mol

***

iii:
Below is 7 unconnected molecules or ions with the total composition H14O7, with properties calculated with ωB97M-V/def2-TZVPD.

Last column: natural (NBO) charge in e.
Atoms and positions in Å:
O1 -15.08 13.74 11.62  -0.935
H1 -14.95 13.32 12.47  0.469
H2 -16.03 13.82 11.53  0.466
O2 -17.21 2.29 11.56  -0.935
H3 -16.67 3.08 11.55  0.468
H4 -16.79 1.71 10.92  0.467
O3 -15.33 12.91 16.24  -0.941
H5 -14.67 13.23 16.85  0.470
H6 -16.02 13.57 16.26  0.471
O4 -20.05 7.45 12.43  -0.937
H7 -19.19 7.28 12.82  0.470
H8 -19.86 7.94 11.64  0.467
O5 -11.36 10.13 15.03  -0.933
H9 -11.39 9.19 14.85  0.466
H10 -12.18 10.31 15.49  0.468
O6 -15.32 8.46 12.69  -0.939
H11 -14.51 7.95 12.74  0.470
H12 -15.07 9.33 13.01  0.469
O7 -12.71 4.43 13.06  -0.938
H13 -13.09 4.29 13.93  0.469
H14 -11.76 4.40 13.21  0.469

## Properties
LUMO energy ... 0.00131 Eh
SMILES string ... O.O.O.O.O.O.O
M ... 126.105 g/mol

***

iv:
Below is 7 unconnected molecules or ions with the total composition H14O7, with properties calculated with ωB97M-V/def2-TZVPD.

Last column: natural (NBO) charge in e.
Atoms and positions in Å:
O1 1.51 -0.60 -3.10  -0.951
H1 2.03 -1.33 -2.77  0.479
H2 1.47 -0.74 -4.05  0.472
O2 0.94 2.20 0.52  -0.953
H3 0.64 2.63 -0.28  0.477
H4 1.87 2.42 0.58  0.483
O3 -2.13 0.91 -0.90  -0.930
H5 -2.86 1.09 -1.49  0.475
H6 -1.48 1.58 -1.11  0.456
O4 -0.87 -2.49 2.06  -0.942
H7 -1.24 -3.33 1.79  0.452
H8 -0.76 -1.99 1.25  0.480
O5 0.31 -3.27 -0.61  -0.951
H9 0.21 -2.33 -0.42  0.483
H10 -0.39 -3.69 -0.11  0.455
O6 -0.06 3.19 2.93  -0.944
H11 0.61 3.86 3.11  0.459
H12 0.40 2.53 2.41  0.479
O7 -0.04 -0.60 0.16  -0.974
H13 0.07 -0.19 -0.70  0.494
H14 -0.24 0.13 0.74  0.502

## Properties
LUMO energy ... -0.00143 Eh
SMILES string ... O.O.O.O.O.O.O
M ... 126.105 g/mol

***

What are the relative energies? In hartree: i 0.0329; ii 0.0356; iii 0.0071; iv 0.0000.